Record 1
The following is a quantum chemistry calculation of a molecular structure, C40H45N3OP2SSe2Sr in a non-equilibrium geometry, from the OMol25 dataset.

```
95
Properties=species:S:1:pos:R:3:mulliken_charge:R:1
C -1.9827 -0.6095 -6.2484 -0.52
C 4.3667 2.6497 -1.1425 0.03
C -0.4818 -4.7166 4.5575 -1.52
H -4.2088 0.3810 -0.7561 0.29
H -5.3629 -0.9227 -0.3937 0.37
C -3.2935 -3.3889 4.9697 -1.46
C -0.7164 -3.2352 4.7049 0.15
C -1.2302 -1.2849 -5.2895 -0.78
H -1.2704 -2.3661 -5.2269 0.44
H 4.9180 1.7821 -1.4789 0.50
C 4.7580 -2.5999 -1.8603 -0.57
H 0.1816 -1.1000 -3.6862 0.19
C 0.2441 0.2630 5.3766 -1.44
C -0.3638 0.8183 -4.4950 0.47
H -2.4985 1.2996 -7.0811 0.40
C 0.4082 3.4384 -3.4338 0.05
C 2.4424 3.6208 -0.0603 -0.44
Se 2.8049 1.2408 -3.9126 -0.28
H -4.7241 -2.4113 1.4497 0.57
H 5.2209 0.0002 0.2601 0.50
H -1.0622 2.5688 -5.5294 0.40
C 3.4101 -2.4264 -2.1389 -0.83
C -3.3201 -1.5889 -0.8147 -0.37
H -3.4157 -3.8812 5.9417 0.37
H -0.6707 -5.0825 3.5407 0.16
H 2.2900 -1.5636 4.2835 0.18
H 2.0801 -3.3026 4.2040 0.44
N -1.3484 0.8443 -0.3474 -0.92
H -2.6101 -1.1650 -6.9335 0.40
H -0.3337 7.2316 -3.3815 0.40
H 0.3835 0.1354 6.4587 0.33
H 2.4184 3.9786 -3.9169 0.29
H -3.8634 -0.5414 4.8540 0.37
H -3.6086 -4.4131 0.3558 0.39
C -1.8058 -1.2421 4.9183 1.28
N -0.2042 0.7572 0.3316 -0.56
C -1.1431 5.2591 -3.1182 -0.69
H -2.6660 0.7313 4.6494 0.34
H 0.5445 -4.9892 4.8094 0.46
H 5.7435 4.0391 -2.0199 0.40
Sr -0.0574 -0.8453 2.1567 1.62
C 0.2283 1.1279 -1.7924 0.98
C 0.2449 -2.2160 4.6583 1.05
C 1.1545 5.7155 -3.6773 -0.59
H -3.3737 -4.1798 4.2137 0.37
C -2.8712 -0.2046 5.1732 -1.95
P 0.8097 1.6656 -3.4137 1.29
H 2.8978 -3.1159 -2.7989 0.44
S -2.6721 -1.4646 0.8371 0.62
N -1.1098 1.0642 -1.6257 -0.01
H -1.6658 3.1891 -2.8924 0.43
C -0.1252 6.1682 -3.3929 -0.50
C 3.1816 2.4965 -0.4344 0.40
H -3.5683 -2.6368 -0.9857 0.48
C 5.4149 -1.7169 -1.0094 -0.79
H -2.9550 0.0452 6.2385 0.32
H 5.2994 -3.4300 -2.2997 0.39
C 4.7232 -0.6583 -0.4423 -0.57
C 0.8141 0.9212 -0.5509 -0.47
H -3.8831 -4.7736 2.0616 0.45
C 4.8216 3.9231 -1.4636 -0.74
H -4.8170 -0.6573 -2.0508 0.38
H -3.5150 -2.4557 2.7477 -0.41
H -2.4768 -1.3023 -1.4439 0.03
C 4.0880 5.0407 -1.0887 -0.53
C -1.9916 -2.6337 4.8721 0.37
H 2.3154 5.7588 -0.1044 0.44
P 2.5097 0.8884 0.0542 0.56
H -1.1382 -5.2906 5.2207 0.36
C -0.8805 3.8967 -3.1310 -0.31
C 3.3754 -0.4641 -0.7475 0.83
H -2.2748 -4.3016 1.5101 0.22
C -3.6896 -2.6758 1.6924 0.34
C -0.4200 -0.5732 -4.4220 -0.24
O -1.2666 -2.1048 0.7815 -0.93
H 4.4415 6.0321 -1.3491 0.42
Se 2.6292 0.6311 2.1773 -0.49
C -0.4212 -0.9568 4.7620 -0.35
C -4.5010 -0.6407 -1.0069 -1.17
H 1.9501 6.4228 -3.8805 0.42
C -3.3408 -4.1233 1.3731 -1.41
H 2.0962 -2.4823 5.7580 0.28
C 1.4223 4.3489 -3.6988 -0.47
C -1.1102 1.4903 -5.4557 -0.52
H 6.4634 -1.8618 -0.7772 0.41
H 1.2361 0.4725 4.9608 0.27
C 2.8951 4.8891 -0.3895 -0.73
H 1.5167 3.5036 0.4905 0.33
H -4.1588 -2.7305 4.8483 0.33
C 2.7183 -1.3547 -1.5885 0.15
H -2.1407 5.6138 -2.8869 0.40
H -0.3477 1.1755 5.2401 0.35
C -1.9198 0.7730 -6.3322 -0.72
C 1.7430 -2.4003 4.7231 -1.76
H 1.6714 -1.2106 -1.8180 0.16
```

Values from the calculation:
Kohn-Sham gap, eV: 6.78
ΔE to the lowest compared entry with this formula, charge and spin, kJ/mol: 111.19
Total energy, eV: -209671.686
Lowest unoccupied orbital energy, eV: 0.298
Total charge: 0

***

Record 2
The following is a quantum chemistry calculation of a molecular structure, C40H46CaP2Si in a non-equilibrium geometry, from the OMol25 dataset.

```
90
Properties=species:S:1:pos:R:3:mulliken_charge:R:1
H 5.3417 -2.5513 -1.8013 0.41
C 3.2634 2.7272 -1.2361 0.37
H 3.1378 3.6013 0.7089 0.27
H -1.7664 0.9219 3.1500 0.39
H -4.5523 -6.5543 0.4427 0.30
H -1.6572 -8.2538 1.1100 0.29
C -2.8236 -0.0043 -2.1940 -0.53
H 4.3098 4.3818 -0.3001 0.37
H -4.1647 2.3983 -0.1266 0.31
C 0.6519 4.5751 -2.5984 -1.66
P 1.3871 -0.7720 0.6357 0.12
H -1.6864 3.1231 -1.3817 0.66
H -3.8272 -1.6631 -0.0325 0.15
C 3.3071 2.7992 -2.6014 -1.15
H 3.5706 1.7909 -0.7522 0.17
C 4.3685 -0.1250 3.4656 -0.64
H 1.2702 3.8151 -4.5268 0.27
H -2.5520 -6.8805 4.1474 0.31
C -2.2115 2.4578 -3.3748 -0.61
C 3.4032 -2.3213 3.7971 -0.51
H 1.8023 1.6319 1.0905 0.25
C -2.1808 -5.9746 3.6536 -0.98
C -4.3349 -6.5716 1.5201 -1.02
H 5.0791 0.6494 3.7626 0.40
C -3.6004 1.9286 3.6978 -0.57
H -1.4145 -7.0072 -0.1418 0.30
H 3.4833 1.8753 -3.1946 0.64
C 3.7843 -1.9311 -3.1677 -0.55
C -2.4312 -4.3241 1.2136 -0.72
H 1.8067 -2.8596 2.4383 0.51
C -2.8904 -3.2035 1.0440 0.98
C 0.9669 4.5620 -1.2794 0.27
H 4.9920 -1.5046 5.0152 0.36
H 2.7571 5.8237 -1.2946 0.34
C 3.5117 0.1011 2.3817 0.29
C -4.7365 2.5990 3.2359 -0.50
H 2.0264 5.5377 0.2846 0.49
H -3.5696 -0.5775 -4.1275 0.41
C -0.2141 1.5666 0.4186 -0.89
H 0.8221 -0.4375 -2.2546 0.82
H 2.1116 -1.1148 -4.2891 0.42
H -2.6641 -5.1018 4.1104 0.30
C 2.5373 -2.1056 2.7319 -0.52
H -4.3704 -1.8223 1.6526 0.41
C 1.0363 1.0041 0.6152 -0.08
P -1.7545 0.6144 0.3044 0.67
C 2.5563 -1.2576 -3.2909 -0.75
H -5.4694 2.9805 3.9466 0.37
C 1.6515 4.4985 -3.7348 -0.45
C -1.3751 -7.2023 0.9385 -0.94
Ca 1.0964 2.3488 -2.3895 1.23
C -3.1013 0.2150 -3.5457 -0.73
H -2.9936 -0.9865 -1.7494 0.32
H 3.6259 3.8758 -4.3766 0.41
C 1.8717 -0.8088 -2.1571 -0.24
H -4.5424 -7.5781 1.9011 0.34
H 3.6822 4.9233 -2.9684 0.26
H 3.3582 -3.2651 4.3390 0.39
H -2.7720 -1.1425 1.3046 -0.25
Si -2.5475 -6.0421 1.8262 0.11
H -0.4000 4.6339 -2.9143 0.61
C 3.2970 3.9337 -0.3321 -0.60
H -2.9510 1.5824 -5.2109 0.40
H 0.1757 4.4565 -0.5276 0.45
H -5.7899 3.3339 1.5011 0.38
C -2.2811 1.0293 -1.4142 0.70
H -1.9835 3.4268 -3.8421 0.38
C -3.5034 -1.9092 0.9857 -0.49
C 2.4358 -1.0168 -0.8728 -0.03
H -5.0283 -5.8674 2.0022 0.27
C -4.9243 2.7845 1.8643 -0.57
C 3.7218 -1.5617 -0.7807 -0.43
H 3.5696 1.0534 1.8476 0.29
H 4.2676 -2.3623 -4.0442 0.37
C -2.6671 1.4289 2.7929 -0.35
C 2.2654 5.0459 -0.6780 -1.38
C -2.0031 2.2766 -2.0055 -0.39
H 4.2077 -1.6363 0.1946 0.31
C -4.0099 2.2621 0.9439 -0.56
H -1.1045 -5.8913 3.8364 0.31
H -0.3587 2.6214 0.7333 0.47
C 4.3198 -1.3316 4.1712 -0.50
H -3.4400 1.7902 4.7651 0.39
C 2.5990 -0.8948 2.0041 -0.10
C 3.1310 4.0722 -3.4044 -0.92
C 4.3810 -2.0547 -1.9103 -0.68
C -2.8915 1.5528 1.4057 0.35
H 1.7017 5.4718 -4.2463 0.37
C -2.7649 1.4331 -4.1416 -0.72
H -0.3384 -7.0461 1.2796 0.29
```

Values from the calculation:
Kohn-Sham gap (alpha / beta), eV: 4.06 / 4.66
Total energy, eV: -87114.132
Lowest unoccupied orbital energy (alpha / beta), eV: -0.116 / 0.165
Total charge: 0

***

Record 3
The following is a quantum chemistry calculation of a molecular structure, C40H46ClIN8O3P3 in a non-equilibrium geometry, from the OMol25 dataset.

```
102
Properties=species:S:1:pos:R:3:mulliken_charge:R:1
H -0.6754 -2.7739 -4.5150 0.51
C 3.8478 -1.0701 0.2306 -0.49
Cl -2.0030 -1.9588 3.7576 -0.24
H 0.4281 3.2714 -6.2809 0.35
C -2.0540 -1.0491 0.2958 -0.39
H 0.4455 -1.8213 -0.3535 0.38
N 0.2071 -0.1282 -3.1954 0.32
C -2.8062 6.7452 6.1206 -0.20
C -5.0341 7.5463 6.3635 -0.41
H 5.5896 -4.3519 0.9904 0.37
C -4.9394 0.5756 3.1550 0.01
H 0.0203 -6.0147 7.2396 0.38
H 1.3367 -5.0359 9.1214 0.37
N -3.2032 5.6139 5.5428 -0.51
C 1.1631 2.4705 -6.2984 -1.17
H 3.5829 0.1846 -4.8226 0.45
H -3.6913 2.1393 2.3691 0.44
C -1.4167 -4.3470 -3.2407 -0.19
C 6.6371 3.7365 -3.9563 -0.60
H 3.4034 -0.1115 -0.0105 0.49
H -7.7943 1.2321 4.8311 0.39
C -0.2495 -2.7188 6.5778 -0.02
C -0.6995 -3.8442 -4.3151 -0.29
C -4.5973 1.8970 2.9156 -0.36
I -1.8319 1.4066 -4.6950 0.26
C -1.8892 -0.0408 -2.0407 0.96
P 1.2323 0.2293 -4.6660 -0.19
C 7.5933 3.5461 -4.9411 -0.12
H -5.7455 8.2970 6.6828 0.37
H -4.3052 -0.2206 2.7949 0.33
C -1.0816 0.2892 -3.1153 -0.24
H -5.1924 -1.1791 -1.7808 0.23
C 5.3041 3.7786 -4.3328 -0.13
C 0.9940 -3.0231 8.4551 -0.27
H 2.1022 -2.2715 -5.3151 0.31
H 3.2953 -3.9686 1.8764 0.39
H -6.5155 6.1854 5.5982 0.33
H 0.7111 1.6426 -6.8469 0.40
C -4.5137 5.4402 5.3716 0.26
H -6.4117 -0.7026 4.0611 0.41
H 2.1694 -1.7945 1.3580 0.64
C 0.1411 -4.9433 7.3331 -0.46
N -5.3205 2.9373 3.3195 -0.55
H -4.8076 4.5095 4.8966 0.08
H 5.6890 -0.6802 -0.8184 0.43
H -3.6836 1.6130 -1.2792 0.13
C 2.8764 -0.4815 -4.3273 -0.63
C -6.8763 1.3854 4.2810 -0.40
O 0.0934 -1.0927 2.0813 -0.54
H -0.6951 -7.5934 -3.8146 0.38
H -1.9736 -6.1572 -2.2217 0.41
H 5.4553 3.3732 -7.5435 0.37
C -1.4244 -5.7198 -3.0451 -0.52
H 0.9954 2.6478 -4.1384 0.58
N -4.4919 -0.7677 -1.1773 -0.57
N -0.0130 -4.5948 -5.1698 -0.50
H -7.0159 3.5309 4.3119 0.33
N 0.4496 -2.1854 7.5773 -0.55
C 3.0028 -1.9485 -4.7941 -1.08
C 1.5362 2.0385 -4.8573 0.31
C 3.1674 -2.0060 0.9970 0.08
C -3.6747 7.7378 6.5488 -0.36
H 3.1433 -0.4215 -3.2672 0.44
H 1.7216 -1.2723 -2.2737 0.45
C -0.4338 -4.0827 6.4106 -0.08
N 4.8856 3.6500 -5.5917 -0.40
C -0.0209 -1.2217 -1.1160 -1.30
H -1.7349 6.8600 6.2470 0.36
H -0.6831 -2.0171 5.8729 0.24
C -6.1069 0.3149 3.8532 -0.49
H 3.8433 -2.0463 -5.4750 0.37
O -1.7897 -2.3011 0.7905 -0.27
C 0.8712 -4.4037 8.3782 -0.28
H 1.5556 -2.5635 9.2607 0.37
H -1.0155 -4.4600 5.5797 0.35
H 6.9167 3.8522 -2.9184 0.36
C 5.1223 -1.3849 -0.2185 -0.42
H 7.8868 3.2612 -7.0556 0.36
P -3.6989 0.3595 -1.9051 0.34
C -0.0275 -5.9101 -4.9681 -0.33
H -1.9578 -3.6840 -2.5768 0.45
H 0.5391 -6.5029 -5.6767 0.38
H -3.2930 8.6356 7.0150 0.36
O -2.6982 -0.2205 0.8653 -0.33
C -0.7161 -6.5186 -3.9270 -0.29
H 8.6447 3.5074 -4.6891 0.38
C -5.4631 6.3746 5.7626 -0.28
C -1.3223 -0.7723 -0.9958 0.86
H -0.2692 -0.3366 2.5695 0.40
C 5.0670 -3.4242 0.7874 -0.27
C -6.4402 2.6690 3.9904 -0.14
C 0.7127 -0.8946 -2.2161 -0.45
N 5.7289 -2.5374 0.0483 -0.57
C 5.8180 3.4699 -6.5264 -0.06
H 2.6116 2.1869 -4.7574 -0.38
H -4.1214 0.5480 -3.2216 0.05
H 4.5277 3.9276 -3.5890 0.39
P -0.8281 -2.4189 2.1519 0.54
C 7.1762 3.4094 -6.2547 -0.54
H 2.0470 2.7956 -6.8371 0.28
H 3.1719 -2.6207 -3.9561 0.29
C 3.7875 -3.2103 1.2833 -0.58
```

Values from the calculation:
Kohn-Sham gap, eV: 6.03
Total energy, eV: -108771.628
Lowest unoccupied orbital energy, eV: -4.565
Total charge: +1